Record 1
Here is C19H35NO2P2Pt as an isolated structure at a distorted geometry from OMol25. Energies are from ωB97M-V/def2-TZVPD.

Cartesian coordinates (Å):
1 P 0.31 -2.26 -1.53
2 P 0.75 1.79 -1.29
3 C 0.11 -0.71 -2.55
4 C 1.13 0.47 -2.55
5 H -0.90 -0.33 -2.28
6 H 0.06 -1.10 -3.58
7 H 2.18 0.18 -2.37
8 H 1.05 0.96 -3.55
9 C 0.08 3.10 -2.48
10 H -0.05 4.05 -1.94
11 H -0.88 2.76 -2.90
12 H 0.77 3.28 -3.32
13 C 2.20 2.58 -0.56
14 H 2.53 3.41 -1.18
15 H 2.99 1.83 -0.44
16 H 1.92 2.97 0.44
17 C -0.62 -3.38 -2.70
18 H -0.69 -4.42 -2.33
19 H -0.14 -3.42 -3.68
20 H -1.64 -2.99 -2.85
21 C 1.98 -2.86 -1.18
22 H 2.64 -2.00 -1.03
23 H 2.38 -3.47 -2.01
24 H 2.01 -3.49 -0.27
25 Pt 2.99 -0.11 1.79
26 C -1.70 1.46 -0.79
27 C -2.71 1.06 -1.58
28 C -3.81 0.14 -1.19
29 C -3.55 -0.94 -0.09
30 C -2.57 -1.86 -0.67
31 C -1.24 -1.96 -0.26
32 C -0.50 -0.68 0.44
33 C -1.24 0.64 0.57
34 C 2.73 -1.94 2.36
35 H -1.66 2.54 -0.62
36 H -2.94 1.72 -2.42
37 H -4.23 -0.42 -2.05
38 H -4.65 0.77 -0.92
39 H -3.25 -0.49 0.86
40 H -4.55 -1.37 0.15
41 H -2.98 -2.58 -1.37
42 H -1.07 -2.88 0.34
43 H 0.37 -0.41 -0.20
44 H 0.06 -0.98 1.38
45 H -2.13 0.48 1.19
46 H -0.56 1.24 1.21
47 H 3.18 -1.94 3.38
48 H 3.20 -2.63 1.62
49 H 1.62 -1.87 2.41
50 O 2.93 2.02 2.19
51 C 1.99 1.70 2.99
52 C 1.40 2.34 4.18
53 C 0.15 1.46 4.40
54 C 0.50 0.13 3.77
55 O 0.11 -0.99 3.98
56 N 1.43 0.50 2.77
57 H 2.04 2.31 5.08
58 H 1.27 3.41 3.95
59 H -0.10 1.29 5.44
60 H -0.66 1.90 3.80

Results
Molar mass, Da: 566.520
Lowest unoccupied orbital energy (alpha / beta), eV: -5.99 / -8.74
HOMO (alpha / beta), eV: -12.56 / -14.86
Max |F|, eV/Å: 5.95
Energy relative to the best compared isomer or geometry (same formula, charge and spin), kcal per mole: 88.6
Net charge: +2
2S+1: 5

=====

Record 2
Here is C18H17Cl2N3O3ReS2 as an isolated structure at a distorted geometry from OMol25. Energies are from ωB97M-V/def2-TZVPD.

Cartesian coordinates (Å):
1 Re -0.70 -0.01 0.22
2 C -4.56 3.97 1.13
3 S -4.70 2.53 0.06
4 C -3.10 1.91 0.11
5 S -2.83 0.34 -0.67
6 N -2.13 2.55 0.68
7 N -0.95 1.95 0.76
8 C 0.07 2.63 1.22
9 C 1.30 1.92 1.27
10 C 2.50 2.39 1.82
11 C 3.58 1.54 1.90
12 C 3.46 0.24 1.40
13 C 2.27 -0.15 0.83
14 N 1.22 0.66 0.76
15 H -5.56 4.40 1.20
16 H -3.85 4.68 0.71
17 H -4.23 3.64 2.11
18 H -0.06 3.66 1.56
19 H 2.56 3.41 2.17
20 H 4.51 1.86 2.35
21 H 4.28 -0.46 1.46
22 H 2.13 -1.15 0.44
23 C -0.52 -4.04 -1.24
24 C -0.14 -2.62 -1.48
25 O -0.45 -1.77 -0.62
26 C 0.58 -2.24 -2.68
27 C 0.64 -0.89 -3.07
28 C 1.28 -0.52 -4.23
29 C 1.90 -1.49 -5.02
30 C 1.87 -2.82 -4.64
31 C 1.22 -3.21 -3.49
32 H -1.15 -4.11 -0.35
33 H 0.37 -4.65 -1.09
34 H -1.05 -4.45 -2.10
35 H 0.12 -0.14 -2.48
36 H 1.31 0.52 -4.53
37 H 2.40 -1.20 -5.93
38 H 2.35 -3.57 -5.25
39 H 1.21 -4.24 -3.20
40 Cl 0.27 1.02 4.83
41 C -0.88 -0.32 4.57
42 Cl -2.25 -0.21 5.65
43 C -1.28 -0.13 3.08
44 O -2.21 0.57 2.74
45 O -0.48 -0.71 2.29
46 H -0.35 -1.26 4.73

Results
Molar mass, Da: 644.599
Lowest unoccupied orbital energy (alpha / beta), eV: -8.55 / -8.86
HOMO (alpha / beta), eV: -14.59 / -14.65
Max |F|, eV/Å: 4.09
Energy relative to the best compared isomer or geometry (same formula, charge and spin), kcal per mole: 32.9
Net charge: +2
2S+1: 4

=====

Record 3
Here is a 2-piece molecular cluster, C26H39BN3O8S overall at a distorted geometry from OMol25. Energies are from ωB97M-V/def2-TZVPD.

Cartesian coordinates (Å):
1 C 0.59 -5.52 -0.48
2 C 0.34 -4.31 0.39
3 C 0.82 -4.20 1.67
4 C 0.60 -3.06 2.40
5 C -0.11 -1.98 1.91
6 C -0.40 -0.72 2.69
7 C 0.58 0.51 2.53
8 C 0.33 1.32 3.82
9 O 1.07 0.77 4.94
10 N 0.26 0.95 6.08
11 O -0.05 -0.07 6.54
12 O 0.08 1.19 1.40
13 B 1.01 1.04 0.22
14 C 0.01 0.68 -1.05
15 O -0.03 1.74 -2.05
16 C -0.81 2.81 -1.66
17 O -1.89 3.06 -2.55
18 C -2.80 1.98 -2.61
19 C -3.63 1.76 -1.34
20 O -4.27 0.47 -1.45
21 O 1.90 -0.04 0.71
22 C 2.06 0.25 2.09
23 C 2.79 -0.80 2.95
24 C 3.64 -1.83 2.19
25 C 3.93 -3.03 3.15
26 S 5.69 -3.51 3.20
27 C 3.01 1.50 2.01
28 C 4.17 1.30 1.29
29 C 5.06 2.35 1.21
30 C 4.69 3.50 1.86
31 C 3.50 3.63 2.53
32 N 2.64 2.62 2.61
33 C -0.62 -2.12 0.64
34 C -0.41 -3.25 -0.10
35 H -0.08 -5.55 -1.35
36 H 1.60 -5.40 -0.91
37 H 0.60 -6.46 0.07
38 H 1.39 -5.03 2.07
39 H 1.01 -3.03 3.41
40 H -0.39 -1.00 3.76
41 H -1.41 -0.37 2.48
42 H -0.74 1.23 4.02
43 H 0.51 2.38 3.65
44 H 1.56 2.07 -0.15
45 H -1.02 0.59 -0.65
46 H 0.23 -0.28 -1.53
47 H -1.21 2.73 -0.64
48 H -0.18 3.71 -1.68
49 H -2.27 1.05 -2.85
50 H -3.50 2.21 -3.42
51 H -4.39 2.53 -1.17
52 H -3.03 1.71 -0.42
53 H -3.53 -0.14 -1.55
54 H 2.10 -1.31 3.63
55 H 3.48 -0.25 3.62
56 H 3.17 -2.20 1.27
57 H 4.63 -1.40 2.01
58 H 3.64 -2.72 4.16
59 H 3.32 -3.91 2.92
60 H 6.09 -3.24 4.46
61 H 4.40 0.36 0.80
62 H 5.99 2.27 0.66
63 H 5.36 4.36 1.84
64 H 3.26 4.57 3.02
65 H -1.22 -1.34 0.20
66 H -0.83 -3.28 -1.10
67 C -4.53 0.05 -6.90
68 O -4.98 -1.05 -6.64
69 N -5.11 1.22 -6.57
70 C -4.52 2.50 -6.92
71 C -6.37 1.20 -5.85
72 H -3.58 0.18 -7.45
73 H -4.33 3.07 -6.01
74 H -5.22 3.06 -7.55
75 H -3.59 2.36 -7.46
76 H -6.23 0.68 -4.90
77 H -7.12 0.66 -6.43
78 H -6.71 2.21 -5.66

Results
Molar mass, Da: 564.490
Lowest unoccupied orbital energy, eV: 2.36
HOMO, eV: -4.83
Max |F|, eV/Å: 2.34
Net charge: -1
2S+1: 1

=====

Record 4
Here is a single C2H5NO molecule at a distorted geometry from OMol25. Energies are from ωB97M-V/def2-TZVPD.

Cartesian coordinates (Å):
1 C -1.23 0.04 0.00
2 C 0.26 0.38 0.07
3 O 0.67 1.51 0.21
4 N 1.13 -0.74 -0.19
5 H -1.70 0.42 0.91
6 H -1.48 -1.02 -0.12
7 H -1.66 0.59 -0.85
8 H 2.08 -0.26 -0.49
9 H 1.93 -0.94 0.46

Results
Molar mass, Da: 59.068
Lowest unoccupied orbital energy, eV: 0.88
SMILES: CC(N)=O
HOMO, eV: -10.03
Max |F|, eV/Å: 4.04
Energy relative to the best compared isomer or geometry (same formula, charge and spin), kcal per mole: 41.6
Net charge: 0
2S+1: 1

=====

Record 5
Here is a single C7H9N5 molecule at a distorted geometry from OMol25. Energies are from ωB97M-V/def2-TZVPD.

Cartesian coordinates (Å):
1 C 3.49 -0.45 0.02
2 C 1.97 -0.29 0.01
3 C 1.14 -1.32 -0.07
4 C -0.27 -1.11 -0.04
5 C -1.86 1.98 0.05
6 C -0.57 2.47 0.03
7 C 0.21 1.34 -0.06
8 H 3.76 -1.52 -0.03
9 H 4.08 0.11 -0.75
10 H 3.77 -0.09 1.02
11 H 1.49 -2.34 -0.06
12 H -2.80 -2.86 0.27
13 H -2.85 -1.20 0.41
14 H -2.82 2.48 0.06
15 H -0.23 3.51 -0.08
16 H 2.24 1.67 0.34
17 N -1.06 -2.12 0.03
18 N -2.43 -2.01 -0.02
19 N -0.63 0.26 -0.05
20 N -1.88 0.66 -0.06
21 N 1.53 1.00 0.00

Results
Molar mass, Da: 163.184
Lowest unoccupied orbital energy, eV: 0.72
SMILES: Cc1c/c(=N/N)n2nccc2[nH]1
HOMO, eV: -7.12
Max |F|, eV/Å: 2.98
Energy relative to the best compared isomer or geometry (same formula, charge and spin), kcal per mole: 40.8
Net charge: 0
2S+1: 1

=====

Record 6
Here is an isolated ion of composition C6H15N2 and charge +1 at a distorted geometry from OMol25. Energies are from ωB97M-V/def2-TZVPD.

Cartesian coordinates (Å):
1 C 1.74 0.14 0.36
2 C 2.97 0.39 -0.25
3 C -0.87 1.94 -0.12
4 C -0.49 -1.86 0.82
5 C -1.56 -0.82 -1.11
6 C -1.16 0.64 0.73
7 N 0.66 -0.37 -0.52
8 N -0.62 -0.55 0.04
9 H 1.52 0.58 1.23
10 H 3.62 -0.56 -0.34
11 H 2.86 0.66 -1.33
12 H 3.54 1.27 0.33
13 H -0.02 1.91 -0.67
14 H -1.78 1.88 -0.77
15 H -0.89 2.74 0.55
16 H -0.21 -1.80 1.86
17 H -1.43 -2.26 0.70
18 H 0.19 -2.47 0.27
19 H -1.13 -0.22 -1.89
20 H -1.49 -1.84 -1.57
21 H -2.58 -0.43 -0.99
22 H -2.19 0.51 0.87
23 H -0.67 0.53 1.78

Results
Molar mass, Da: 115.200
Lowest unoccupied orbital energy, eV: -4.29
SMILES: C/C=N/[N+](C)(C)CC
HOMO, eV: -14.35
Max |F|, eV/Å: 10.63
Energy relative to the best compared isomer or geometry (same formula, charge and spin), kcal per mole: 118.6
Net charge: +1
2S+1: 1

=====

Record 7
Here is C3H5N3O as an isolated structure at a distorted geometry from OMol25. Energies are from ωB97M-V/def2-TZVPD.

Cartesian coordinates (Å):
1 N 1.92 -0.77 0.34
2 C 0.63 -0.53 -0.05
3 C -0.66 2.02 -0.50
4 N -1.30 1.07 0.13
5 C -0.68 -0.12 0.61
6 O -1.28 -0.85 1.37
7 N -0.03 -1.06 -1.00
8 H 2.43 -1.43 -0.22
9 H 2.49 -0.20 0.96
10 H -1.42 2.81 -0.68
11 H -2.29 1.05 0.39
12 H 0.20 -1.98 -1.34

Results
Molar mass, Da: 99.093
Lowest unoccupied orbital energy, eV: 0.78
HOMO, eV: -8.85
Max |F|, eV/Å: 1.03
Energy relative to the best compared isomer or geometry (same formula, charge and spin), kcal per mole: 100.6
Net charge: 0
2S+1: 1

=====

Record 8
Here is a single C5H10O2 molecule from OMol25. Energies are from ωB97M-V/def2-TZVPD.

Cartesian coordinates (Å):
1 O 1.50 -0.65 0.43
2 C 2.72 -1.07 -0.64
3 C 0.18 -0.86 -0.14
4 C -0.56 0.44 -0.30
5 C -2.07 0.28 -0.54
6 O -2.39 0.84 0.74
7 C -1.02 1.09 1.03
8 H 1.59 0.26 0.75
9 H 3.45 -1.36 0.13
10 H 3.01 -0.04 -0.92
11 H -0.34 -1.55 0.52
12 H 0.38 -1.36 -1.10
13 H -0.05 1.10 -1.00
14 H -2.43 -0.75 -0.64
15 H -2.48 0.88 -1.37
16 H -0.80 2.16 1.12
17 H -0.69 0.58 1.94

Results
Molar mass, Da: 102.133
Lowest unoccupied orbital energy, eV: 0.48
HOMO, eV: -7.63
Max |F|, eV/Å: 0.45
Energy relative to the best compared isomer or geometry (same formula, charge and spin), kcal per mole: 149.0
Net charge: 0
2S+1: 1

=====

Record 9
Here is a 7-piece molecular cluster, C44H40ClIN2O25PS overall at a distorted geometry from OMol25. Energies are from ωB97M-V/def2-TZVPD.

Cartesian coordinates (Å):
1 C -5.33 3.61 -3.07
2 C -4.33 2.47 -3.17
3 O -3.59 2.27 -1.97
4 C -5.03 1.13 -3.42
5 C -4.23 0.10 -4.22
6 P -5.34 -1.41 -4.34
7 S -6.90 -1.23 -5.46
8 C -2.85 -0.22 -3.58
9 I -2.86 -1.71 -2.03
10 C -2.04 -0.74 -4.73
11 N -0.88 -1.48 -4.64
12 N -2.62 -0.39 -5.84
13 Cl -2.10 -0.82 -7.36
14 C -3.75 0.56 -5.61
15 C -4.65 0.89 -6.77
16 H -5.56 4.02 -4.05
17 H -6.26 3.26 -2.63
18 H -4.94 4.39 -2.42
19 H -3.63 2.70 -3.97
20 H -3.18 3.10 -1.71
21 H -5.19 0.69 -2.43
22 H -6.00 1.28 -3.90
23 H -4.50 -2.48 -4.67
24 H -5.67 -1.59 -3.00
25 H -2.41 0.67 -3.13
26 H -0.07 -0.84 -4.65
27 H -0.79 -2.07 -5.46
28 H -3.23 1.50 -5.41
29 H -5.33 1.67 -6.45
30 H -4.04 1.31 -7.58
31 H -5.21 0.05 -7.16
32 C -12.04 -3.25 -4.36
33 C -13.26 -2.78 -4.64
34 C -13.51 -1.79 -5.75
35 O -14.66 -1.44 -5.94
36 C -12.37 -1.31 -6.52
37 C -11.15 -1.77 -6.23
38 C -10.91 -2.78 -5.13
39 O -9.76 -3.15 -4.97
40 O -10.06 -1.39 -6.87
41 O -14.36 -3.14 -4.00
42 H -11.85 -3.96 -3.57
43 H -12.56 -0.59 -7.31
44 H -9.30 -1.86 -6.46
45 H -15.10 -2.66 -4.42
46 C -0.63 7.90 -0.88
47 C -0.70 6.57 -1.05
48 C -2.01 5.82 -1.00
49 O -1.95 4.61 -1.19
50 C -3.22 6.54 -0.73
51 C -3.16 7.88 -0.55
52 C -1.85 8.64 -0.64
53 O -1.92 9.84 -0.48
54 O -4.20 8.63 -0.31
55 O 0.35 5.80 -1.28
56 H 0.30 8.44 -0.93
57 H -4.15 6.00 -0.66
58 H -3.87 9.55 -0.23
59 H 0.01 4.89 -1.35
60 C 3.34 1.19 -3.16
61 C 4.37 1.28 -2.30
62 C 4.45 0.42 -1.05
63 O 5.43 0.58 -0.35
64 C 3.37 -0.50 -0.77
65 C 2.34 -0.58 -1.63
66 C 2.28 0.26 -2.88
67 O 1.31 0.11 -3.62
68 O 1.31 -1.39 -1.43
69 O 5.39 2.09 -2.46
70 H 3.28 1.79 -4.05
71 H 3.42 -1.09 0.13
72 H 0.71 -1.29 -2.19
73 H 6.00 1.95 -1.71
74 C 6.36 1.39 4.47
75 C 6.44 0.79 3.27
76 C 7.75 0.36 2.67
77 O 7.71 -0.21 1.59
78 C 8.97 0.63 3.40
79 C 8.90 1.23 4.59
80 C 7.58 1.65 5.20
81 O 7.62 2.17 6.30
82 O 9.95 1.53 5.34
83 O 5.38 0.50 2.53
84 H 5.42 1.69 4.91
85 H 9.91 0.33 2.96
86 H 9.59 1.95 6.15
87 H 5.70 0.08 1.71
88 C 5.08 -3.56 3.63
89 C 4.02 -4.38 3.63
90 C 2.98 -4.35 4.73
91 O 2.04 -5.12 4.62
92 C 3.15 -3.42 5.83
93 C 4.22 -2.60 5.83
94 C 5.25 -2.62 4.72
95 O 6.16 -1.83 4.82
96 O 4.47 -1.72 6.77
97 O 3.77 -5.27 2.69
98 H 5.83 -3.58 2.85
99 H 2.41 -3.41 6.62
100 H 5.31 -1.27 6.52
101 H 2.94 -5.72 2.96
102 C 8.78 -3.26 8.94
103 C 9.15 -4.52 9.22
104 C 8.15 -5.62 9.46
105 O 8.59 -6.73 9.69
106 C 6.74 -5.30 9.41
107 C 6.36 -4.04 9.14
108 C 7.37 -2.94 8.87
109 O 6.93 -1.83 8.61
110 O 5.09 -3.67 9.07
111 O 10.41 -4.91 9.30
112 H 9.49 -2.47 8.76
113 H 6.02 -6.09 9.60
114 H 5.07 -2.72 8.85
115 H 10.38 -5.87 9.51

Results
Molar mass, Da: 1222.191
Lowest unoccupied orbital energy, eV: -4.13
HOMO, eV: -10.64
Max |F|, eV/Å: 1.12
Net charge: +1
2S+1: 1

=====

Record 10
Here is C42H35CrF3O5S3Te as an isolated structure at a distorted geometry from OMol25. Energies are from ωB97M-V/def2-TZVPD.

Cartesian coordinates (Å):
1 Cr -0.61 -1.49 0.35
2 C 5.01 -1.69 4.97
3 C 4.21 -1.48 3.71
4 C 4.38 -2.32 2.61
5 C 3.63 -2.16 1.46
6 C 2.70 -1.13 1.41
7 C 2.50 -0.28 2.49
8 C 3.27 -0.45 3.63
9 S 1.71 -1.04 -0.05
10 O 2.32 -1.88 -1.10
11 C 1.90 0.65 -0.55
12 C 3.08 1.37 -0.25
13 C 3.25 2.61 -0.79
14 C 2.27 3.18 -1.64
15 C 2.47 4.46 -2.22
16 C 1.52 5.00 -3.03
17 C 0.33 4.29 -3.31
18 C 0.12 3.05 -2.77
19 C 1.09 2.46 -1.93
20 C 0.91 1.17 -1.34
21 C -0.32 0.40 -1.75
22 C -0.30 -0.22 -3.04
23 C 0.91 -0.38 -3.76
24 C 0.90 -0.91 -5.01
25 C -0.32 -1.32 -5.61
26 C -1.49 -1.20 -4.93
27 C -1.51 -0.64 -3.63
28 C -2.73 -0.48 -2.93
29 C -2.74 0.04 -1.67
30 C -1.53 0.47 -1.07
31 S -1.72 1.14 0.59
32 O -0.57 0.42 1.34
33 C -1.25 2.82 0.42
34 C -0.06 3.29 0.95
35 C 0.24 4.64 0.84
36 C -0.64 5.52 0.22
37 C -0.30 6.97 0.07
38 C -1.86 5.02 -0.27
39 C -2.17 3.68 -0.16
40 H 5.84 -2.37 4.81
41 H 4.37 -2.11 5.75
42 H 5.40 -0.74 5.34
43 H 5.12 -3.12 2.66
44 H 3.75 -2.81 0.60
45 H 1.76 0.52 2.44
46 H 3.13 0.21 4.47
47 H 3.86 0.92 0.35
48 H 4.16 3.17 -0.59
49 H 3.38 5.00 -2.00
50 H 1.68 5.97 -3.48
51 H -0.42 4.73 -3.95
52 H -0.80 2.52 -2.99
53 H 1.85 -0.09 -3.30
54 H 1.83 -1.03 -5.56
55 H -0.31 -1.73 -6.61
56 H -2.42 -1.52 -5.37
57 H -3.65 -0.80 -3.39
58 H -3.67 0.12 -1.11
59 H 0.63 2.60 1.43
60 H 1.17 5.01 1.24
61 H 0.45 7.28 0.79
62 H -1.18 7.60 0.20
63 H 0.10 7.16 -0.93
64 H -2.56 5.70 -0.73
65 H -3.12 3.31 -0.54
66 F -5.03 -2.66 -0.40
67 C -4.78 -2.28 0.86
68 F -5.10 -0.98 0.95
69 F -5.56 -2.96 1.68
70 C -3.28 -2.47 1.19
71 O -2.94 -3.30 2.01
72 O -2.54 -1.66 0.52
73 C -0.66 -2.95 4.43
74 C -0.31 -1.93 3.38
75 O -0.36 -2.54 2.05
76 H -0.54 -2.51 5.42
77 H 0.00 -3.82 4.36
78 H -1.69 -3.29 4.33
79 H 0.71 -1.57 3.50
80 H -0.99 -1.07 3.39
81 H -1.18 -3.11 2.05
82 Te -0.28 -3.59 -1.19
83 C -1.76 -4.83 -0.44
84 C -3.03 -5.04 -0.91
85 C -3.74 -6.01 -0.16
86 C -2.99 -6.53 0.86
87 S -1.43 -5.86 0.89
88 H -3.44 -4.50 -1.75
89 H -4.76 -6.31 -0.36
90 H -3.28 -7.29 1.58

Results
Molar mass, Da: 952.528
Lowest unoccupied orbital energy (alpha / beta), eV: -3.74 / -3.46
HOMO (alpha / beta), eV: -10.06 / -10.20
Max |F|, eV/Å: 1.04
Energy relative to the best compared isomer or geometry (same formula, charge and spin), kcal per mole: 0.0
Net charge: +1
2S+1: 4

=====

Record 11
Here is a single C5H8OS2 molecule at a distorted geometry from OMol25. Energies are from ωB97M-V/def2-TZVPD.

Cartesian coordinates (Å):
1 C 0.91 -1.24 1.42
2 C 0.97 -0.10 0.48
3 C -1.25 0.68 0.33
4 C -0.88 0.47 -1.05
5 C 0.48 -0.41 -0.87
6 H 1.70 -2.04 1.29
7 H 0.98 -1.07 2.59
8 H -0.15 -1.72 1.30
9 H 2.00 0.36 0.20
10 H -1.82 1.62 0.56
11 H -1.84 -0.12 0.68
12 H -1.61 -0.05 -1.59
13 H -0.03 1.97 -2.80
14 O 0.04 0.88 0.96
15 S -0.53 2.24 -1.58
16 S 1.03 -1.47 -1.94

Results
Molar mass, Da: 148.252
Lowest unoccupied orbital energy, eV: -0.48
SMILES: C[C@@H]1OC[C@@H](S)C1=S
HOMO, eV: -8.80
Max |F|, eV/Å: 4.37
Energy relative to the best compared isomer or geometry (same formula, charge and spin), kcal per mole: 48.7
Net charge: 0
2S+1: 1